--- i ---
Molecular formula: C3H5F
Method: DFT, ωB97M-V/def2-TZVPD

Calculated values
E_HOMO (spin up / spin down) = -10.4355 / -10.4346 eV
2S+1 = 1
frontier orbital gap (spin up / spin down) = 0.35109 / 0.35103 hartree

Geometry as XYZ:
```
9
Properties=species:S:1:pos:R:3:lowdin_charge:R:1
F -2.52451 0.29429 -0.08055 -0.452
C -0.29032 -1.56080 0.05911 0.050
C -0.38000 -0.30491 0.01974 -0.064
C 0.11543 1.04754 0.01032 -0.092
H -0.30571 1.68321 0.82899 0.102
H 0.63421 -2.13238 -0.03514 0.098
H -0.30980 1.60414 -0.91793 0.128
H 1.26882 1.01932 0.01471 0.126
H -1.06137 -2.31471 -0.11956 0.104
```

--- ii ---
Molecular formula: C3H5F
Method: DFT, ωB97M-V/def2-TZVPD

Calculated values
E_HOMO = -9.4347 eV
2S+1 = 1
frontier orbital gap = 0.37687 hartree

Geometry as XYZ:
```
9
Properties=species:S:1:pos:R:3:lowdin_charge:R:1
F 2.82194 -0.27856 0.10154 -0.028
C -1.61843 -0.13729 0.01039 0.050
C 1.63373 0.39230 -0.12406 -0.221
C 0.34269 -0.12217 0.03425 -0.018
H -1.83351 0.28749 -0.97809 0.034
H 0.65973 -1.05422 0.40362 0.016
H -1.81890 -1.17507 0.13376 0.022
H 1.61359 1.50365 -0.40351 0.107
H -1.80083 0.58388 0.82209 0.039
```

It is ii that is most stable; the runner-up trails by 17.6 kJ/mol.

--- i ---
Molecular formula: C2H2N2O3
Method: DFT, ωB97M-V/def2-TZVPD

Calculated values
E_HOMO = -10.0905 eV
2S+1 = 1
frontier orbital gap = 0.35093 hartree

Geometry as XYZ:
```
9
Properties=species:S:1:pos:R:3:lowdin_charge:R:1
O -1.58841 0.23070 -0.76478 0.073
O -2.10180 1.58404 1.05982 0.119
O 1.41608 -1.21606 -0.02753 0.050
N -0.37723 -0.46014 -0.98082 0.070
N 0.47330 -0.42735 0.04842 -0.270
C -1.31308 0.91949 0.44261 -0.444
C 0.03119 0.60211 0.85757 0.113
H -0.75491 -1.37485 -1.18686 0.171
H 0.44590 0.94376 1.74589 0.118
```

--- ii ---
Molecular formula: C2H2N2O3
Method: DFT, ωB97M-V/def2-TZVPD

Calculated values
E_HOMO = -10.4733 eV
2S+1 = 1
frontier orbital gap = 0.39690 hartree

Geometry as XYZ:
```
9
Properties=species:S:1:pos:R:3:lowdin_charge:R:1
O -1.63616 1.81280 0.36446 0.062
O 0.00486 -1.01041 -0.73092 0.109
O 2.00245 -0.68063 -0.29053 0.193
N -1.20290 -0.37963 -0.14662 0.136
N 0.42851 0.68212 0.74902 0.243
C 0.84815 -0.23978 0.01217 -0.565
C -0.90809 0.79949 0.31214 -0.558
H 2.49062 -0.35462 0.51089 0.173
H -2.02746 -0.62935 -0.78062 0.207
```

--- iii ---
Molecular formula: C2H2N2O3
Method: DFT, ωB97M-V/def2-TZVPD

Calculated values
E_HOMO = -11.1352 eV
2S+1 = 1
frontier orbital gap = 0.37293 hartree

Geometry as XYZ:
```
9
Properties=species:S:1:pos:R:3:lowdin_charge:R:1
O 1.32645 1.21527 0.66443 0.080
O -1.65652 -0.60870 -1.84447 0.063
O 0.39177 -0.74970 -1.78969 -0.043
N -0.77594 -0.11460 -1.26555 -0.076
N -0.22544 -1.56758 1.85604 0.193
C -0.01984 -0.45982 1.61811 -0.158
C 0.29707 0.88964 1.16224 -0.300
H -0.54926 1.63001 1.13924 0.135
H 1.21173 -0.23452 -1.54036 0.105
```

--- iv ---
Molecular formula: C2H2N2O3
Method: DFT, ωB97M-V/def2-TZVPD

Calculated values
E_HOMO = -10.1054 eV
2S+1 = 1
frontier orbital gap = 0.36431 hartree

Geometry as XYZ:
```
9
Properties=species:S:1:pos:R:3:lowdin_charge:R:1
O 0.52879 1.31955 0.01539 -0.010
O 2.69200 -1.50304 -0.03103 0.180
O -1.82375 1.68689 0.01761 0.044
N -0.99482 0.80459 0.04945 -0.241
N 1.41389 0.41062 0.46321 0.064
C -1.20449 -0.45881 -0.22996 0.121
C 2.02335 -0.55667 0.06699 -0.297
H -2.22372 -0.56234 -0.18912 0.077
H -0.41126 -1.14078 -0.16254 0.060
```

It is ii that is most stable; the runner-up trails by 189.5 kJ/mol.

--- i ---
Molecular formula: C3H8O3S
Method: DFT, ωB97M-V/def2-TZVPD

Calculated values
E_HOMO = -7.1025 eV
2S+1 = 1
frontier orbital gap = 0.27769 hartree

Geometry as XYZ:
```
15
Properties=species:S:1:pos:R:3:lowdin_charge:R:1
S -1.46513 0.47971 -1.33042 0.893
O 1.65958 0.65468 1.26812 0.085
O -0.27202 0.38220 2.30554 0.141
O 0.05195 2.17976 1.07469 0.063
C -0.05879 -0.27114 -0.73204 -0.661
C 0.46440 1.14003 1.52851 -0.780
C -0.32916 -1.78229 -0.66324 -0.238
H -0.00516 -2.33557 -1.56390 0.062
H 1.02114 -0.01993 -1.13890 0.091
H 0.15349 -2.12961 0.24638 0.049
H -1.18098 1.86716 -1.07016 -0.005
H 2.15136 1.13639 0.53522 0.169
H 0.45165 -0.19282 2.71409 0.166
H -1.23630 0.71777 -2.68091 -0.072
H -1.40602 -1.82633 -0.49300 0.037
```

--- ii ---
Molecular formula: C3H8O3S
Method: DFT, ωB97M-V/def2-TZVPD

Calculated values
E_HOMO = -9.5338 eV
2S+1 = 1
frontier orbital gap = 0.37097 hartree

Geometry as XYZ:
```
15
Properties=species:S:1:pos:R:3:lowdin_charge:R:1
S -0.18876 -1.28836 1.32970 0.734
O 2.14060 2.50541 -0.77038 0.123
O 0.06217 2.34110 -1.61269 0.096
O -2.18469 -4.14359 -0.34955 -0.072
C 0.43326 1.33031 0.48852 -0.159
C 1.01765 2.10584 -0.67311 -0.535
C 0.66946 -0.16869 0.23109 -0.596
H -0.64249 1.46308 0.47250 0.109
H 0.86928 1.64600 1.43133 0.122
H 0.34674 3.09337 -2.13878 0.120
H 0.39893 -0.38950 -0.80898 0.084
H -2.00774 -3.19784 -0.43533 0.006
H 1.71355 -0.38487 0.10627 0.073
H -2.93409 -4.11226 0.26028 0.036
H 0.30613 -0.80000 2.46913 -0.140
```

It is ii that is most stable; the runner-up trails by 321.7 kJ/mol.

--- i ---
Molecular formula: C5H12S
Method: DFT, ωB97M-V/def2-TZVPD

Calculated values
E_HOMO = -9.0664 eV
2S+1 = 1
frontier orbital gap = 0.36688 hartree

Geometry as XYZ:
```
18
Properties=species:S:1:pos:R:3:lowdin_charge:R:1
S 0.96469 -0.55825 3.70899 0.673
C -1.05097 1.36154 -2.48709 -0.111
C 0.02412 -0.60247 2.15786 -0.639
C 1.31241 0.80025 -1.79637 -0.023
C -0.20986 -1.99307 1.55685 -0.169
C 0.45172 1.38882 -2.61283 -0.239
H -1.37143 1.83857 -1.56904 0.071
H -0.37153 -1.90580 0.48616 0.060
H -0.00211 -0.90728 4.56538 -0.157
H -1.04778 -2.46749 2.05884 0.066
H 2.30654 1.18392 -1.61535 0.052
H 0.40117 0.19399 1.52054 0.045
H -1.46064 0.36075 -2.58409 0.070
H -1.45585 1.92843 -3.32665 0.063
H 0.98166 0.09096 -1.04695 0.037
H 0.64019 -2.62789 1.81072 0.057
H -0.97797 -0.24898 2.42405 0.057
H 0.86565 2.16402 -3.25101 0.086
```

--- ii ---
Molecular formula: C5H12S
Method: DFT, ωB97M-V/def2-TZVPD

Calculated values
E_HOMO = -7.2433 eV
2S+1 = 1
frontier orbital gap = 0.28936 hartree

Geometry as XYZ:
```
18
Properties=species:S:1:pos:R:3:lowdin_charge:R:1
S -0.29523 0.44637 0.37580 0.758
C 0.96332 0.89053 1.44516 -0.309
C -2.01655 0.03337 0.73631 -0.194
C -0.31503 1.60057 -0.73517 -0.374
C 1.56200 -1.01212 -1.16160 -0.140
C 0.30185 -1.21087 -0.35368 -0.346
H 1.60169 -1.94002 -1.92887 0.133
H 0.53951 2.24688 -0.66521 0.011
H 0.81405 1.98469 1.71764 0.021
H 1.09361 0.11203 2.27173 0.017
H 1.52494 0.03210 -1.40422 0.039
H 0.33296 -1.86674 0.44612 0.055
H -2.33405 -0.69721 0.05407 0.026
H -0.55302 -1.55377 -0.96579 0.087
H -2.67655 0.93951 0.58218 0.090
H -0.86215 1.39686 -1.64770 0.023
H -2.10104 -0.33681 1.71489 0.037
H 2.41969 -1.06537 -0.48166 0.067
```

It is i that is most stable; the runner-up trails by 430.3 kJ/mol.

--- i ---
Molecular formula: C5H12S
Method: DFT, ωB97M-V/def2-TZVPD

Calculated values
E_HOMO = -8.4132 eV
2S+1 = 1
frontier orbital gap = 0.34567 hartree

Geometry as XYZ:
```
18
Properties=species:S:1:pos:R:3:lowdin_charge:R:1
S -0.32134 2.14422 1.40714 0.723
C -1.85216 1.31742 1.90971 -0.427
C 1.31875 -2.11259 0.27665 -0.113
C -0.44412 2.05393 -0.38580 -0.451
C 0.61561 -1.10874 -1.92206 -0.027
C 1.55047 -1.54062 -1.09667 -0.234
H -0.37232 -0.74110 -1.67291 0.043
H 2.26169 -2.33037 0.78043 0.063
H 0.81038 -1.44671 0.97686 0.063
H -1.15694 2.75061 -0.84204 0.038
H -2.38018 1.98630 2.58160 0.019
H 2.58234 -1.61416 -1.41438 0.088
H -2.47748 0.95883 1.08972 0.041
H -0.81702 1.05121 -0.60902 -0.004
H 0.94680 -0.89061 -2.93799 0.053
H -1.56650 0.43200 2.47976 0.019
H 0.52228 2.15210 -0.86952 0.031
H 0.77974 -3.06174 0.24853 0.074
```

--- ii ---
Molecular formula: C5H12S
Method: DFT, ωB97M-V/def2-TZVPD

Calculated values
E_HOMO = -8.5933 eV
2S+1 = 1
frontier orbital gap = 0.35060 hartree

Geometry as XYZ:
```
18
Properties=species:S:1:pos:R:3:lowdin_charge:R:1
S 0.76634 -2.74813 0.34728 0.714
C -2.00396 1.96808 1.35813 -0.100
C 0.49848 -2.52031 -1.52624 -0.341
C -0.72343 2.16140 -0.72856 -0.046
C 2.07000 -1.56940 0.60091 -0.507
C -0.63654 1.94812 0.53686 -0.212
H 1.38406 -1.95138 -1.76042 0.015
H 0.05855 1.99777 -1.34524 0.014
H 0.59797 -3.49186 -1.96090 0.007
H -2.70503 2.69670 0.88232 0.068
H -1.65002 2.53213 -1.15790 0.066
H 3.10399 -1.70270 0.17629 0.062
H -2.38935 0.85371 1.55015 0.116
H -1.87915 2.52423 2.25268 0.022
H -0.39266 -2.15652 -1.92681 0.006
H 1.87636 -1.38345 1.67453 0.023
H 1.75073 -0.58174 0.20793 0.017
H 0.27366 1.42334 0.81898 0.076
```

It is i that is most stable; the runner-up trails by 110.1 kJ/mol.

--- i ---
Molecular formula: C5H11NO
Method: DFT, ωB97M-V/def2-TZVPD

Calculated values
E_HOMO = -9.6461 eV
2S+1 = 1
frontier orbital gap = 0.38671 hartree

Geometry as XYZ:
```
18
Properties=species:S:1:pos:R:3:lowdin_charge:R:1
O 1.75914 0.28093 2.11176 0.006
N -0.33712 0.91096 1.55633 0.028
C -0.26091 0.02100 -2.13421 -0.092
C 0.38104 -1.44576 -0.19799 -0.077
C 0.60809 0.50768 2.43506 -0.367
C -0.44395 -0.26121 -0.66162 -0.428
C -0.12769 1.02017 0.12268 -0.174
H -1.28823 0.91659 1.83029 0.120
H -1.50452 -0.48924 -0.50924 0.133
H 0.13425 -1.76153 0.82561 0.075
H -0.78290 -0.71729 -2.75193 0.079
H -0.77628 0.93623 -2.45135 0.077
H 0.77291 0.07293 -2.46258 0.084
H 0.87805 1.38023 -0.07191 0.130
H -0.82951 1.77995 -0.23045 0.120
H 0.10879 -2.31589 -0.76588 0.071
H 0.26334 0.39262 3.47187 0.129
H 1.44552 -1.22837 -0.11642 0.085
```

--- ii ---
Molecular formula: C5H11NO
Method: DFT, ωB97M-V/def2-TZVPD

Calculated values
E_HOMO = -9.2164 eV
2S+1 = 1
frontier orbital gap = 0.37019 hartree

Geometry as XYZ:
```
18
Properties=species:S:1:pos:R:3:lowdin_charge:R:1
O 1.75678 1.27402 -1.44887 0.062
N 0.15015 0.81154 1.68013 0.059
C -1.08195 -2.32623 0.37827 -0.096
C -0.67322 0.05891 -0.72207 -0.150
C -1.70924 -1.00367 -0.24286 -0.225
C 1.49231 1.31838 -0.29158 -0.238
C 0.47789 0.33383 0.31800 -0.334
H -0.43682 1.58368 1.60441 0.051
H -1.22397 0.90818 -1.04810 0.101
H -2.45377 -0.74848 0.55365 0.107
H -0.15485 0.21102 2.34869 0.026
H -0.79020 -3.04636 -0.40297 0.071
H -0.04075 -0.32848 -1.52506 0.110
H -0.18062 -2.18646 0.99917 0.059
H -1.94625 -2.68717 0.86913 0.041
H -2.19302 -1.18163 -1.17599 0.081
H 2.12193 1.87846 0.38018 0.111
H 1.15825 -0.56291 0.58834 0.163
```

It is i that is most stable; the runner-up trails by 164.9 kJ/mol.

--- i ---
Molecular formula: C5H11NO
Method: DFT, ωB97M-V/def2-TZVPD

Calculated values
E_HOMO = -8.3049 eV
2S+1 = 1
frontier orbital gap = 0.33537 hartree

Geometry as XYZ:
```
18
Properties=species:S:1:pos:R:3:lowdin_charge:R:1
O 0.67474 0.02696 -0.56709 -0.254
N 0.71203 -2.21916 0.85535 0.016
C 1.88081 0.40787 0.08046 -0.108
C 0.05905 -1.76884 -0.13286 -0.233
C -0.74532 0.56619 0.02238 -0.338
C -0.77216 1.08074 1.25163 0.063
C -1.57050 0.99611 -1.14695 -0.036
H 2.67563 0.40881 -0.66513 0.089
H -0.99990 1.68040 -1.77722 0.092
H 2.09750 -0.29681 0.88775 0.069
H -0.09350 0.75245 2.02414 0.077
H -0.90360 -1.07116 0.12768 0.098
H -1.58678 1.72774 1.53850 0.072
H 1.14874 -3.12126 0.69191 0.036
H -1.84959 0.14078 -1.76357 0.086
H -0.02996 -2.21017 -1.13006 0.098
H 1.78203 1.41255 0.50166 0.085
H -2.47921 1.48682 -0.79859 0.087
```

--- ii ---
Molecular formula: C5H11NO
Method: DFT, ωB97M-V/def2-TZVPD

Calculated values
E_HOMO = -8.6029 eV
2S+1 = 1
frontier orbital gap = 0.35351 hartree

Geometry as XYZ:
```
18
Properties=species:S:1:pos:R:3:lowdin_charge:R:1
O -2.35924 0.14912 -2.11388 0.053
N 1.58203 0.14343 0.42086 -0.132
C -1.33955 0.73402 0.01787 -0.169
C -0.77510 -0.00638 1.19859 -0.217
C 0.55921 -0.72502 0.98370 -0.245
C 1.91813 0.00850 -0.99967 -0.115
C -1.82360 -0.18798 -1.09423 -0.267
H -1.63239 -1.26774 -0.91918 0.121
H -2.17331 1.38583 0.31782 0.126
H -1.53539 -0.58930 1.71738 0.111
H -0.61342 0.69238 2.04416 0.114
H 1.50384 1.07294 0.77510 0.090
H 2.90242 -0.47045 -1.04085 0.069
H 0.95434 -1.22988 1.86179 0.105
H 1.22317 -0.67749 -1.48377 0.068
H 1.95480 0.97485 -1.49436 0.075
H -0.72419 1.50371 -0.43388 0.114
H 0.37825 -1.51054 0.24254 0.098
```

--- iii ---
Molecular formula: C5H11NO
Method: DFT, ωB97M-V/def2-TZVPD

Calculated values
E_HOMO = -9.5458 eV
2S+1 = 1
frontier orbital gap = 0.32761 hartree

Geometry as XYZ:
```
18
Properties=species:S:1:pos:R:3:lowdin_charge:R:1
O 1.10076 -0.66629 0.59641 0.024
N -1.04656 -1.05627 -0.28611 0.172
C -0.35030 -3.06801 -0.07503 0.075
C 0.95671 1.61520 -1.04446 -0.070
C -0.24255 1.14150 -0.21870 -0.356
C 0.03091 -0.34298 0.09967 -0.610
C -0.32422 1.87595 1.12367 -0.067
H -1.13029 -2.11976 0.25258 0.026
H 0.84716 2.67918 -1.25979 0.078
H -1.18072 1.26417 -0.78179 0.132
H -0.49672 2.94088 0.94858 0.078
H -0.65498 -3.45640 -1.04095 0.060
H 1.88506 1.46121 -0.48423 0.082
H 0.61477 1.76454 1.67713 0.085
H 1.05643 1.07019 -1.99030 0.086
H -1.13090 1.48900 1.75704 0.084
H -0.64095 -3.75050 0.73324 0.073
H 0.70639 -2.84161 -0.00694 0.049
```

--- iv ---
Molecular formula: C5H11NO
Method: DFT, ωB97M-V/def2-TZVPD

Calculated values
E_HOMO = -7.8839 eV
2S+1 = 1
frontier orbital gap = 0.32090 hartree

Geometry as XYZ:
```
18
Properties=species:S:1:pos:R:3:lowdin_charge:R:1
O 1.20234 0.80127 -1.96365 -0.058
N -0.29177 0.77167 1.01613 -0.042
C -1.43633 -0.35559 -0.80352 -0.167
C 2.07212 0.46959 1.46613 -0.039
C -1.53333 0.08100 0.65050 -0.215
C 0.82907 0.01732 1.27207 -0.263
C -1.68115 -1.64041 -1.08750 0.001
H -1.24047 -2.00607 -2.01101 0.052
H 0.65416 -1.04462 1.41208 0.115
H -1.07393 0.41171 -1.46833 0.079
H 1.82480 0.30403 -1.42566 0.027
H -1.63669 -0.70149 1.39625 0.112
H 2.89294 -0.23541 1.51540 0.034
H -0.14637 1.65810 0.58521 0.118
H 1.79889 1.39045 -2.43058 0.038
H -2.32796 -2.21147 -0.43852 0.056
H -2.34718 0.80432 0.76749 0.111
H 2.44085 1.48562 1.54753 0.043
```

It is ii that is most stable; the runner-up trails by 80.3 kJ/mol.

--- i ---
Molecular formula: C5H11NO
Method: DFT, ωB97M-V/def2-TZVPD

Calculated values
E_HOMO = -9.4228 eV
2S+1 = 1
frontier orbital gap = 0.37926 hartree

Geometry as XYZ:
```
18
Properties=species:S:1:pos:R:3:lowdin_charge:R:1
O 2.57275 -0.51242 -1.45414 0.029
N 1.06751 -0.73848 0.32053 -0.017
C 1.89012 -1.18615 -0.71191 -0.353
C 0.38273 1.29976 1.52114 -0.080
C -1.75226 -0.70519 -0.53012 -0.126
C -1.03858 0.60145 -0.72458 -0.127
C 0.60139 0.60360 0.18704 -0.313
H -1.49765 1.46718 -0.24026 0.077
H 1.15817 1.16343 -0.56324 0.117
H -0.77418 0.80963 -1.77155 0.089
H 1.29116 1.42468 2.12637 0.078
H -0.32268 0.70875 2.11798 0.078
H -0.97768 -1.54493 0.01348 0.094
H -0.04712 2.29029 1.34673 0.071
H -2.58632 -0.68451 0.17536 0.070
H 1.85165 -2.28421 -0.78716 0.125
H -1.97205 -1.28172 -1.43068 0.068
H 0.15304 -1.43116 0.40499 0.120
```

--- ii ---
Molecular formula: C5H11NO
Method: DFT, ωB97M-V/def2-TZVPD

Calculated values
E_HOMO = -9.2599 eV
2S+1 = 1
frontier orbital gap = 0.37978 hartree

Geometry as XYZ:
```
18
Properties=species:S:1:pos:R:3:lowdin_charge:R:1
O -1.99197 1.36664 1.35637 -0.069
N 0.08105 0.18936 -0.27440 -0.113
C 0.92394 0.37804 0.86594 -0.118
C 1.33975 -0.53316 -0.25011 -0.322
C -1.14140 -0.47993 0.04897 -0.209
C -2.28965 0.50598 0.27777 -0.262
C 2.25296 -0.24104 -1.42464 -0.059
H -3.19351 -0.09764 0.46028 0.111
H 2.15322 0.79744 -1.75454 0.077
H -1.38751 -1.17535 -0.77578 0.127
H -0.91902 -0.99815 1.11571 0.143
H 3.30427 -0.44744 -1.20137 0.069
H 0.45847 -0.21148 1.71589 0.104
H -2.50446 1.16116 -0.57722 0.123
H -1.65582 0.79186 2.05714 0.074
H 1.33532 -1.58786 0.04591 0.135
H 1.31508 1.38065 1.05431 0.115
H 1.96581 -0.88127 -2.27130 0.075
```

It is i that is most stable; the runner-up trails by 22.3 kJ/mol.